C17H28MnN5O6S | ωB97M-V/def2-TZVPD

Output
Lowest unoccupied orbital energy (spin up / spin down)   2.68 / 2.68 eV
DFT total energy   -79977.9241 eV
Spin multiplicity   2
Net charge   -1
Expectation value of S²   0.7783
Orbital gap (spin up / spin down)   7.84 / 7.52 eV

XYZ file:
```
58
Properties=species:S:1:pos:R:3:forces:R:3
Mn 0.259 0.055 -0.253 -0.7 0.8 -0.1
C 1.622 -2.176 2.362 -0.2 -0.1 -0.1
C 0.537 -2.900 1.534 0.1 0.0 0.2
N 0.563 -2.490 0.143 -0.7 0.0 -0.3
C 1.400 -3.259 -0.754 0.2 -0.1 -0.2
C 2.897 -3.041 -0.555 0.0 0.6 -0.1
S 3.411 -1.280 -0.683 0.1 -0.3 0.1
C 4.109 -0.970 0.984 -0.3 0.0 -0.4
C 3.130 -0.281 1.938 0.1 0.1 0.0
N 1.804 -0.840 1.847 -0.3 0.5 0.4
H 1.322 -2.189 3.426 0.1 -0.1 -0.2
H 2.570 -2.715 2.299 0.0 0.1 0.0
H 0.654 -3.993 1.648 -0.1 0.2 0.0
H -0.431 -2.606 1.938 0.0 0.0 -0.1
H -0.384 -2.466 -0.224 0.1 -0.1 0.1
H 1.218 -4.351 -0.656 0.0 0.2 -0.1
H 1.145 -2.954 -1.771 -0.1 -0.1 0.0
H 3.227 -3.413 0.411 0.1 -0.1 0.0
H 3.439 -3.574 -1.338 -0.1 -0.1 0.1
H 4.470 -1.922 1.371 0.1 0.0 0.0
H 4.971 -0.325 0.817 0.1 0.0 0.1
H 3.550 -0.330 2.963 0.0 0.1 -0.1
H 3.049 0.763 1.633 0.0 -0.1 0.1
H 1.088 -0.201 2.188 0.2 -0.2 0.0
C -1.398 3.804 -0.362 0.1 0.0 0.0
C -1.173 2.996 -1.584 -0.1 0.1 0.1
N -0.883 1.717 -1.616 0.5 -0.7 0.4
C -0.779 1.363 -2.931 -0.1 0.6 -0.3
C -1.028 2.473 -3.721 0.1 -0.6 0.5
N -1.274 3.494 -2.834 0.1 -0.3 -0.2
C -1.081 2.716 -5.172 -0.1 0.1 -0.4
O -0.876 1.680 -5.952 0.1 -0.3 0.2
O -1.322 3.833 -5.597 0.0 -0.1 0.2
C -0.365 -0.031 -3.289 -0.1 0.2 -0.4
O -0.414 -0.364 -4.496 0.0 0.1 0.0
O 0.012 -0.760 -2.344 0.3 0.0 0.8
H -1.200 3.173 0.501 0.0 0.0 0.0
H -2.424 4.173 -0.328 0.0 0.0 0.1
H -0.720 4.655 -0.341 0.1 0.1 0.1
H -1.443 4.445 -3.124 0.0 0.0 0.0
H -0.695 0.807 -5.405 -0.1 0.3 -0.1
O 2.640 3.698 -0.520 0.5 1.1 -0.4
C 2.121 2.658 -0.288 -0.2 -0.4 0.3
N 1.628 1.629 0.005 -1.1 -1.4 -0.1
C -3.062 -1.477 2.042 0.3 0.5 -0.1
C -2.399 -0.097 1.770 -0.6 0.4 0.3
C -2.114 0.576 3.138 -0.1 -0.2 -0.5
C -3.416 0.778 0.996 0.3 -0.3 0.2
O -1.243 -0.232 1.066 1.6 -0.6 -0.6
H -4.012 -1.342 2.554 -0.2 -0.1 0.1
H -2.419 -2.092 2.670 0.1 0.0 0.1
H -3.233 -2.008 1.107 0.0 0.0 -0.1
H -3.031 0.702 3.710 -0.1 0.1 0.2
H -1.655 1.548 2.967 0.0 0.1 0.0
H -1.413 -0.029 3.713 0.1 -0.1 0.0
H -4.360 0.874 1.531 -0.1 0.0 0.0
H -3.597 0.334 0.019 0.0 0.0 -0.1
H -2.990 1.765 0.843 0.0 0.2 0.0
```
Forces are in eV/Å.

---

C17H28N8O | ωB97M-V/def2-TZVPD

Output
Lowest unoccupied orbital energy   0.51 eV
DFT total energy   -32048.9580 eV
SMILES string   CNC(C)=O.CC#N.CC#N.CC#N.CC#N.CC#N.CC#N.CC#N
Net charge   0
Orbital gap   10.11 eV

XYZ file:
```
54
Properties=species:S:1:pos:R:3:forces:R:3
C 10.569 18.066 9.719 0.0 -0.2 -0.7
N 10.031 19.090 8.795 -0.1 -0.2 0.7
C 10.266 18.988 7.453 -0.5 0.6 0.7
C 9.606 20.120 6.669 2.2 0.2 -0.6
O 10.923 18.076 7.014 0.4 -0.3 -0.8
H 11.639 18.264 9.972 -0.9 -0.2 -0.3
H 10.465 17.063 9.252 0.3 0.7 0.3
H 9.971 18.035 10.623 0.0 0.2 0.1
H 9.301 19.726 9.114 0.6 -0.4 -0.1
H 8.579 19.938 6.652 -1.8 -0.1 -0.1
H 9.972 20.221 5.631 -0.1 -0.4 0.6
H 9.829 21.068 7.161 -0.2 0.0 0.1
C 12.769 11.458 11.612 -2.0 -1.1 1.0
C 13.964 11.920 10.987 -1.7 -0.8 0.7
N 14.920 12.325 10.546 2.4 1.1 -1.2
H 12.917 11.453 12.718 -0.2 -0.1 -0.9
H 12.412 10.447 11.277 0.8 0.8 0.2
H 11.895 12.096 11.375 0.6 0.1 0.1
C 5.439 12.735 12.233 -1.2 -0.7 0.0
C 6.360 13.276 11.246 1.4 0.3 -0.8
N 7.147 13.735 10.528 -1.4 -0.5 0.9
H 5.931 12.174 13.052 -0.1 0.6 -0.5
H 4.660 12.059 11.790 0.9 0.5 0.1
H 4.867 13.583 12.609 0.1 0.0 0.4
C 11.979 12.436 4.620 0.6 0.8 2.2
C 11.655 11.228 5.392 -2.0 -3.2 2.5
N 11.340 10.279 6.037 1.4 3.6 -2.5
H 12.950 12.170 4.219 0.1 0.6 -0.7
H 12.124 13.309 5.365 -0.1 -1.4 -1.1
H 11.199 12.748 3.935 0.1 -0.4 -0.3
C 13.848 14.963 12.969 -1.8 -1.9 1.5
C 13.911 13.691 13.798 0.2 3.0 -1.6
N 14.071 12.800 14.481 0.0 -1.6 1.1
H 13.244 15.670 13.555 0.1 -0.2 -0.3
H 13.293 14.685 12.055 0.7 0.6 0.1
H 14.834 15.353 12.916 0.8 0.2 -0.7
C 12.092 6.995 8.159 1.5 -0.5 0.2
C 11.542 8.051 8.938 -0.8 1.0 1.2
N 11.046 8.877 9.565 0.2 -0.1 -0.1
H 12.960 6.523 8.696 -1.0 0.2 -0.4
H 12.501 7.480 7.287 0.1 -0.2 -0.7
H 11.308 6.291 7.914 0.1 -0.3 -0.2
C 13.987 14.501 8.044 0.6 0.9 -1.3
C 14.523 13.475 7.151 0.1 0.7 0.4
N 14.972 12.653 6.497 0.1 -0.5 -0.5
H 13.914 14.041 8.987 -0.3 -0.3 1.4
H 13.037 14.852 7.668 -0.4 -0.1 0.1
H 14.634 15.401 8.096 -0.1 -0.7 0.0
C 9.456 12.815 8.714 -1.1 -0.2 0.1
C 10.114 13.692 9.652 -0.5 -0.8 -0.9
N 10.537 14.534 10.286 1.0 1.1 1.3
H 10.033 11.945 8.412 0.0 0.0 0.2
H 9.246 13.449 7.860 0.0 -0.1 -0.4
H 8.459 12.569 9.142 0.9 -0.2 -0.3
```
Forces are in eV/Å.

---

C17H29BCrNO4P2 | ωB97M-V/def2-TZVPD

Output
Lowest unoccupied orbital energy (spin up / spin down)   0.05 / 0.01 eV
DFT total energy   -75453.5790 eV
Spin multiplicity   4
Net charge   0
Expectation value of S²   3.8148
Orbital gap (spin up / spin down)   5.27 / 5.95 eV

XYZ file:
```
55
Properties=species:S:1:pos:R:3:forces:R:3
C 0.987 -1.370 -4.241 -0.2 0.2 0.1
C 1.031 -0.935 -2.932 1.1 -1.1 -0.5
N -0.097 -0.963 -2.181 0.3 0.6 1.3
C -1.307 -1.212 -2.724 0.0 -0.3 -0.7
C -1.384 -1.661 -4.021 -0.5 0.0 -0.4
C -0.232 -1.755 -4.792 0.2 0.1 -0.2
C 2.424 -0.758 -2.272 -0.2 0.3 0.8
P 2.152 -0.329 -0.468 0.8 -1.4 -0.4
Cr -0.029 -0.685 -0.190 -0.1 0.9 1.3
P -2.265 -0.187 -0.301 0.8 -1.5 -0.2
C -2.537 -1.116 -1.865 -1.0 -0.3 -0.1
O 2.412 3.247 -3.706 -0.4 -1.4 -1.6
O -1.448 2.781 -2.332 3.5 -1.5 -1.1
H 1.934 -1.462 -4.751 -0.1 0.0 -0.4
H -2.371 -1.953 -4.395 0.5 0.1 -0.1
H -0.267 -2.102 -5.809 -0.1 -0.2 -0.2
C 3.051 -1.850 0.137 0.0 0.5 0.4
C 3.233 1.071 -0.031 0.3 -0.2 0.1
H -3.394 -0.655 -2.389 0.5 -0.2 -0.3
H -2.890 -2.134 -1.612 0.3 0.3 0.0
H 3.127 -0.057 -2.741 -0.6 0.1 -0.3
H 3.024 -1.696 -2.184 -0.9 0.4 -0.6
C -3.292 -1.050 0.903 -0.8 0.0 0.1
C -3.119 1.336 -0.609 -0.5 0.9 -0.1
H -0.001 0.647 0.675 -0.2 0.4 0.4
H -1.144 3.634 -2.053 0.0 1.1 0.3
H 1.828 2.552 -3.357 0.2 0.4 0.3
H 2.491 2.890 -4.638 0.2 1.0 1.3
H 0.499 -1.283 1.365 0.1 -0.2 0.1
H -0.532 2.292 -2.388 -2.8 1.0 0.2
H 4.087 -1.744 -0.203 0.1 -0.4 0.1
H 3.020 -1.958 1.232 0.0 0.1 -0.4
H 2.570 -2.738 -0.311 0.2 0.5 0.2
H 4.288 0.727 -0.059 -0.5 0.5 -0.1
H 3.037 1.867 -0.778 0.3 -0.2 0.6
H 2.974 1.403 0.998 0.1 -0.1 -0.7
H -4.146 1.158 -0.938 -0.1 -0.1 0.2
H -3.120 1.912 0.316 -0.1 0.1 0.0
H -2.626 1.940 -1.387 -0.3 -0.6 0.7
H -4.352 -0.958 0.648 0.0 -0.1 0.1
H -3.030 -2.111 0.959 0.1 0.2 0.0
H -3.118 -0.612 1.888 0.0 -0.1 -0.1
O -0.949 -0.896 3.006 0.6 0.8 -0.8
B -0.055 -0.307 2.012 -0.5 0.5 -1.2
O 0.662 0.816 2.625 -0.5 -1.0 -0.5
C 0.217 0.853 3.888 0.3 -0.5 1.6
C 0.729 1.648 4.906 -0.5 -0.7 -0.2
C 0.378 1.297 6.220 0.0 0.3 -0.1
C -0.486 0.225 6.474 0.1 0.3 0.1
C -1.059 -0.530 5.430 0.3 0.7 0.1
C -0.687 -0.200 4.136 0.3 0.5 1.1
H 1.418 2.441 4.642 0.0 0.0 0.2
H 0.807 1.898 7.031 -0.3 -0.4 -0.2
H -0.701 -0.028 7.516 -0.1 0.1 -0.4
H -1.743 -1.338 5.652 0.1 -0.1 -0.1
```
Forces are in eV/Å.

---

C17H29ClGeN2O3S2Tl | ωB97M-V/def2-TZVPD

Output
Lowest unoccupied orbital energy (spin up / spin down)   4.51 / 4.47 eV
DFT total energy   -122627.4001 eV
Spin multiplicity   2
Net charge   -2
Expectation value of S²   0.7606
Orbital gap (spin up / spin down)   5.29 / 6.60 eV

XYZ file:
```
56
Properties=species:S:1:pos:R:3:forces:R:3
Tl -0.731 -0.829 -0.455 -0.1 0.1 0.0
C 2.715 -0.563 -2.007 0.0 0.0 0.0
C 2.737 0.579 -0.993 0.1 0.0 0.0
C 4.168 0.764 -0.471 0.0 0.0 0.0
C 2.254 1.867 -1.665 0.0 0.0 0.0
O 1.891 0.205 0.076 0.0 0.0 -0.1
Ge 1.416 1.391 1.464 0.0 0.0 0.0
O -0.135 1.840 0.528 0.1 0.0 0.0
C -1.138 2.742 0.939 -0.1 0.0 0.0
C -0.528 4.095 1.320 0.0 0.0 0.0
C -1.916 2.170 2.126 0.0 0.0 0.0
C -2.075 2.923 -0.255 0.0 0.0 0.0
O 0.548 -0.004 2.379 0.0 0.0 0.0
C 1.163 -0.795 3.359 0.0 0.0 0.0
C 1.315 0.000 4.663 0.0 0.0 0.0
C 0.239 -1.991 3.598 0.0 0.0 0.0
C 2.536 -1.305 2.905 0.0 0.0 0.0
H 3.381 -0.353 -2.848 0.0 0.0 0.0
H 3.034 -1.493 -1.531 0.0 0.0 0.0
H 1.707 -0.710 -2.399 0.0 0.0 0.0
H 4.857 1.005 -1.286 0.0 0.0 0.0
H 4.199 1.570 0.265 0.0 0.0 0.0
H 4.502 -0.158 0.012 0.0 0.0 0.0
H 2.867 2.098 -2.540 0.0 0.0 0.0
H 1.214 1.757 -1.976 0.0 0.0 0.0
H 2.310 2.708 -0.968 0.0 0.0 0.0
H 0.128 3.997 2.188 0.0 0.0 0.0
H 0.065 4.478 0.486 0.0 0.0 0.0
H -1.314 4.819 1.555 0.0 0.0 0.0
H -1.252 2.018 2.980 0.0 0.0 0.0
H -2.732 2.839 2.419 0.0 0.0 0.0
H -2.333 1.199 1.852 0.0 0.0 0.0
H -1.512 3.298 -1.111 0.0 0.0 0.0
H -2.514 1.963 -0.534 0.0 0.0 0.0
H -2.882 3.624 -0.023 0.0 0.0 0.0
H 0.336 0.366 4.981 0.0 0.0 0.0
H 1.740 -0.616 5.462 0.0 0.0 0.0
H 1.966 0.862 4.498 0.0 0.0 0.0
H -0.750 -1.634 3.893 0.0 0.0 0.0
H 0.133 -2.556 2.670 0.0 0.0 0.0
H 0.629 -2.653 4.377 0.0 0.0 0.0
H 3.226 -0.470 2.760 0.0 0.0 0.0
H 2.965 -1.988 3.645 0.0 0.0 0.0
H 2.437 -1.822 1.949 0.0 0.0 0.0
S -0.993 -0.013 -3.033 -0.1 0.0 0.1
C -2.717 -0.096 -2.844 0.0 0.1 0.1
S -3.435 -0.754 -1.422 0.1 0.0 -0.1
C -3.531 0.396 -3.872 0.0 0.0 0.0
C -3.003 0.971 -5.062 0.0 0.0 0.0
N -2.636 1.453 -6.046 0.0 0.0 0.0
C -4.952 0.338 -3.810 0.0 0.0 0.0
N -6.107 0.314 -3.823 0.0 0.0 0.0
Cl 0.624 -3.783 -1.901 0.0 0.0 0.0
C 0.441 -2.872 -0.364 0.1 -0.1 0.1
H 1.434 -2.596 -0.020 0.0 0.0 0.0
H -0.050 -3.531 0.348 0.0 0.0 0.0
```
Forces are in eV/Å.

---

Energy relative to the best compared isomer or geometry (same formula, charge and spin) readings, ordered: 71.2 0.0 1.8 0.0 kJ/mol
Molar mass readings, ordered: 485.4 360.5 436.2 686.0 g/mol